No. 1
Molecular formula: C30H46O30
Method: DFT, wB97M-V/def2-TZVPD

Kohn-Sham gap in eV: 10.4985
F_max in eV/Å: 2.77
LUMO in Eh: 0.008
Highest occupied orbital energy in eV: -10.27
Total energy in eV: -93280.2255
SMILES: COC(=O)OC.COC(=O)OC.COC(=O)OC.O=C1OCCO1.O=C1OCCO1.O=C1OCCO1.O=C1OCCO1.O=C1OCCO1.O=C1OCCO1.O=C1OCCO1
Multiplicity: 1
Energy above the lowest of the compared OMol25 structures with the same formula, charge and spin in kcal/mol: 22.45

Positions of all 106 atoms, in Å:
C -3.813080 -0.976037 -1.235380
O -4.679832 -0.494050 -0.211159
C -5.974046 -0.781350 -0.394762
O -6.428396 -1.365958 -1.334821
O -6.658708 -0.170938 0.576032
C -8.088596 -0.373457 0.610299
H -2.873985 -0.436798 -1.159648
H -4.219291 -0.834184 -2.236855
H -3.658549 -2.046223 -1.122718
H -8.187707 -1.233539 1.269403
H -8.603964 -0.580776 -0.325099
H -8.481314 0.548527 1.025624
C -2.825288 -2.740306 -5.720920
O -2.706837 -2.602795 -4.316515
C -1.500263 -2.727091 -3.762652
O -0.468093 -2.871124 -4.353725
O -1.698252 -2.602946 -2.454501
C -0.617018 -2.658775 -1.539539
H -1.905247 -2.926139 -6.283504
H -3.051240 -1.742414 -6.101817
H -3.519903 -3.520967 -6.010387
H -0.745246 -1.992275 -0.694267
H 0.346352 -2.507525 -2.023661
H -0.511225 -3.653116 -1.092368
C 1.923813 -0.671259 -3.740289
O 1.565875 0.685259 -3.518402
C 0.293798 1.036162 -3.734222
O -0.462494 0.447726 -4.461148
O 0.101509 2.180836 -3.121358
C -1.176188 2.776623 -3.176443
H 1.352102 -1.385448 -3.157167
H 2.976323 -0.743806 -3.466707
H 1.891814 -0.886277 -4.808997
H -1.520126 2.944626 -4.202537
H -1.128219 3.766508 -2.733887
H -1.969664 2.165172 -2.746870
O -2.909431 -5.336711 4.036946
C -3.053024 -4.432677 3.275118
O -2.735643 -4.511435 1.962724
C -2.860945 -3.266586 1.296127
C -3.363865 -2.338207 2.392949
O -3.352665 -3.162429 3.585420
H -1.898816 -2.892384 0.951559
H -3.534001 -3.399205 0.451980
H -4.345434 -1.928164 2.168317
H -2.651044 -1.535623 2.564941
O 4.542585 -1.910459 4.174296
C 4.677738 -0.777599 3.835670
O 5.074281 -0.429016 2.586256
C 5.395215 0.956580 2.652292
C 4.634457 1.469987 3.851896
O 4.426301 0.283061 4.616098
H 6.452070 1.238101 2.624716
H 5.075061 1.449753 1.730291
H 3.704718 1.948670 3.538219
H 5.226352 2.272741 4.292188
O -2.231527 2.820733 0.286956
C -3.115456 3.578922 0.092350
O -4.115952 3.497596 -0.828204
C -4.807053 4.732812 -0.972553
C -4.331759 5.505524 0.277584
O -3.265935 4.720229 0.774640
H -4.428557 5.112396 -1.917267
H -5.880148 4.597380 -0.861591
H -5.042955 5.822300 1.038411
H -3.972310 6.488048 -0.048827
O -1.398423 0.063604 0.753401
C -0.259345 0.389957 0.596859
O 0.445056 0.325728 -0.535933
C 1.689856 0.986833 -0.421240
C 1.808533 1.172794 1.109182
O 0.453760 1.029561 1.533723
H 2.431165 0.271981 -0.786995
H 1.839808 1.867159 -1.047698
H 2.116302 2.183167 1.359371
H 2.406184 0.389868 1.578018
O 4.068974 3.464101 0.977616
C 4.248218 4.581991 1.331667
O 5.372505 4.972262 1.980725
C 5.383214 6.377367 2.103206
C 3.985771 6.797834 1.710002
O 3.455882 5.638351 1.070811
H 5.558118 6.708783 3.131815
H 6.259856 6.741261 1.561155
H 4.013791 7.646954 1.026925
H 3.444875 7.152825 2.586171
O 1.272155 -2.233567 0.810786
C 1.133508 -2.634207 1.932762
O 0.016094 -2.639077 2.625993
C 0.164544 -3.369369 3.806258
C 1.681163 -3.380807 4.033191
O 2.147574 -3.132602 2.670596
H -0.318476 -2.895077 4.656079
H -0.161659 -4.408508 3.730345
H 2.072339 -4.288841 4.476136
H 1.954909 -2.513620 4.633700
O 4.975272 -0.283960 -1.842186
C 4.669142 -1.436879 -1.740624
O 3.490255 -1.917971 -1.276688
C 3.442086 -3.296588 -1.500256
C 4.814801 -3.722523 -2.078150
O 5.454167 -2.443015 -2.064027
H 3.060719 -3.778041 -0.597385
H 2.592051 -3.418261 -2.186123
H 4.710608 -4.176029 -3.056623
H 5.213573 -4.393640 -1.321106

Cartesian forces (eV/Å) of the 6 atoms listed first:
0.29 -0.27 -0.61
-0.41 -0.06 0.22
0.59 1.14 -0.27
-0.44 -0.60 -0.09
-0.30 0.03 -0.38
0.53 -0.30 0.52

***

No. 2
Molecular formula: C6H32NO8
Method: DFT, wB97M-V/def2-TZVPD

Net charge: +1
Kohn-Sham gap in eV: 10.9266
F_max in eV/Å: 2.69
LUMO in Eh: -0.093
Highest occupied orbital energy in eV: -13.46
Total energy in eV: -24605.2212
Multiplicity: 1
Energy above the lowest of the compared OMol25 structures with the same formula, charge and spin in kcal/mol: 58.14

Positions of all 47 atoms, in Å:
C -1.183293 1.546323 3.298329
C -0.755309 2.685847 2.361933
C -0.949483 2.335018 0.852076
C 0.231020 2.811133 -0.015734
C 1.341164 1.766592 -0.084994
C 1.251839 0.977981 -1.389415
N 0.040493 0.058112 -1.531410
H -2.189151 1.733694 3.672393
H -0.748441 0.580095 3.080413
H -0.646232 1.679638 4.251083
H 0.297985 2.891895 2.512977
H -1.397622 3.545308 2.486118
H -1.075563 1.257296 0.712181
H -1.909617 2.756067 0.548927
H -0.066387 3.047709 -1.038095
H 0.521881 3.799977 0.336900
H 2.351527 2.169803 -0.189849
H 1.409927 1.178161 0.820853
H 2.127854 0.371220 -1.492918
H 1.064392 1.689088 -2.189647
H -0.641603 0.256093 -0.807205
H -0.487956 0.111649 -2.403691
H 0.197588 -0.953022 -1.427248
H -1.588771 3.879324 -2.789222
H -1.664835 2.944437 -3.839535
O -0.988309 3.236675 -3.204919
H 2.392612 -4.142077 -0.276724
H 1.185995 -3.117586 -0.294939
O 1.841197 -3.582875 -0.829437
H 4.459850 -0.632532 -0.056392
H 3.210032 -0.384898 0.935807
O 3.877954 -0.003412 0.369052
H -1.428752 -3.629879 -0.145578
H -0.454035 -4.372112 0.758373
O -1.048457 -3.614890 0.745263
H 0.415120 -3.983951 -2.449996
H -0.866313 -3.984014 -3.094954
O -0.463824 -3.591851 -2.302119
H -3.165244 -1.336348 -3.998929
H -2.225692 -2.123618 -3.186170
O -2.444800 -1.197756 -3.365265
H 0.974015 -0.549852 1.308929
H 0.132301 -1.858429 1.405071
O 0.819140 -1.404122 0.893032
H -0.160568 -2.215297 3.781521
H -1.188475 -1.255660 3.917551
O -0.405154 -1.374954 3.355603

Cartesian forces (eV/Å) of the 6 atoms listed first:
1.17 1.70 1.73
-0.28 -1.52 -1.19
0.03 0.11 0.08
-0.66 0.47 0.00
0.26 0.47 -0.77
-0.84 -0.16 0.17

***

No. 3
Molecular formula: C22H28BrO5P
Method: DFT, wB97M-V/def2-TZVPD

Kohn-Sham gap in eV: 8.2361
F_max in eV/Å: 1.75
LUMO in Eh: -0.022
Highest occupied orbital energy in eV: -8.84
Total energy in eV: -112836.9949
SMILES: O=C1c2ccccc2C(=O)c2c1cccc2P(O)Br.CCOCC.CCOCC
Multiplicity: 1

Positions of all 57 atoms, in Å:
O -1.284749 -3.524639 0.470448
C -1.459360 -2.732266 -0.425714
C -0.325331 -1.941101 -1.034125
C 0.859173 -2.543569 -1.320902
C 1.851163 -1.772379 -1.918705
C 1.617035 -0.450031 -2.191119
C 0.386356 0.181503 -1.880552
C -0.582753 -0.600917 -1.301343
C -1.961838 -0.082498 -0.954494
O -2.151503 1.001100 -0.440178
C -3.084103 -1.066218 -1.264937
C -2.814739 -2.405984 -1.009782
C -3.722291 -3.398648 -1.278622
C -4.957854 -3.041813 -1.801093
C -5.228966 -1.722080 -2.037704
C -4.318469 -0.699553 -1.774224
P -4.756485 1.059497 -2.093598
O -6.361771 1.052277 -1.681681
Br -4.803499 1.365272 -4.316827
H 0.983215 -3.595260 -1.078513
H 2.798080 -2.254799 -2.142597
H 2.430092 0.089302 -2.673179
H 0.206613 1.225931 -2.116690
H -3.468894 -4.431414 -1.058778
H -5.668226 -3.841801 -1.987509
H -6.200062 -1.426701 -2.431622
H -6.464117 1.649141 -0.931194
C 5.704241 3.973522 -1.620863
C 4.436605 3.939750 -2.457690
O 3.598970 2.832792 -2.176340
C 3.093801 2.751773 -0.852759
C 2.218147 3.932542 -0.469861
H 6.234044 3.022125 -1.688241
H 6.363712 4.771151 -1.964948
H 5.486307 4.154651 -0.566850
H 4.706886 3.848455 -3.510462
H 3.878212 4.877025 -2.358626
H 3.910885 2.621351 -0.135267
H 2.494741 1.841290 -0.834798
H 2.794487 4.857171 -0.405212
H 1.755598 3.761392 0.502948
H 1.433502 4.086356 -1.212597
C 1.311145 -2.731467 4.547473
C 0.488241 -1.726520 5.336474
O 0.473010 -0.431054 4.765595
C -0.082889 -0.334072 3.466750
C -1.544335 -0.742327 3.396251
H 2.314882 -2.344900 4.363599
H 1.388413 -3.671273 5.095822
H 0.859378 -2.949220 3.577800
H 0.924725 -1.608885 6.329261
H -0.534121 -2.091510 5.485690
H 0.516628 -0.906927 2.749742
H 0.008082 0.714326 3.179338
H -1.672104 -1.809553 3.585928
H -1.949819 -0.530338 2.405284
H -2.128088 -0.199974 4.141793

Cartesian forces (eV/Å) of the 6 atoms listed first:
-0.18 -0.19 -0.38
0.23 0.31 -0.05
-1.60 -0.42 0.56
0.61 -0.25 0.02
0.01 -0.93 0.33
-0.06 1.09 -0.33

***

No. 4
Molecular formula: C5H14N
Method: DFT, wB97M-V/def2-TZVPD

Expectation value of S²: 0.75
Kohn-Sham gap (spin up / spin down) in eV: 10.5917 / 8.5957
F_max in eV/Å: 1.08
LUMO (spin up / spin down) in Eh: 0.046 / -0.029
Highest occupied orbital energy (spin up / spin down) in eV: -9.34 / -9.38
Total energy in eV: -6899.0576
Multiplicity: 2
Energy above the lowest of the compared OMol25 structures with the same formula, charge and spin in kcal/mol: 30.53

Positions of all 20 atoms, in Å:
C 1.538722 1.185147 -0.862027
C 0.897996 -0.024170 -0.190267
C -0.420376 -0.485668 -0.852602
C -1.545175 -0.772349 0.148602
C -2.119480 0.459583 0.818035
N 1.862296 -1.131672 -0.156991
H 0.798375 1.934046 -1.132808
H 2.136479 0.859776 -1.718742
H 2.279048 1.681643 -0.225223
H 0.549304 0.382816 0.775923
H -0.796941 0.334416 -1.478825
H -0.222625 -1.367442 -1.461083
H -2.331332 -1.284532 -0.418603
H -1.208102 -1.467049 0.924721
H -2.159293 1.346344 0.175748
H -3.139386 0.381122 1.188133
H -1.540375 0.754772 1.698446
H 0.843043 -0.413097 2.261642
H 2.797922 -0.750014 -0.222889
H 1.779909 -1.623667 0.728812

Cartesian forces (eV/Å) of the 6 atoms listed first:
0.59 -0.15 -0.12
-0.56 0.45 -0.62
0.00 0.60 0.23
-0.26 -0.46 -0.37
-0.01 0.97 0.48
-0.30 0.39 0.55